{"formula": "C40H90Cl10O15", "method": "ωB97M-V/def2-TZVPD", "elements": ["C", "O", "C", "C", "O", "C", "C", "O", "C", "H", "H", "H", "H", "H", "H", "H", "H", "H", "H", "H", "H", "H", "H", "C", "O", "C", "C", "O", "C", "C", "O", "C", "H", "H", "H", "H", "H", "H", "H", "H", "H", "H", "H", "H", "H", "H", "C", "O", "C", "C", "O", "C", "C", "O", "C", "H", "H", "H", "H", "H", "H", "H", "H", "H", "H", "H", "H", "H", "H", "C", "O", "C", "C", "O", "C", "C", "O", "C", "H", "H", "H", "H", "H", "H", "H", "H", "H", "H", "H", "H", "H", "H", "C", "O", "C", "C", "O", "C", "C", "O", "C", "H", "H", "H", "H", "H", "H", "H", "H", "H", "H", "H", "H", "H", "H", "Cl", "C", "C", "Cl", "H", "H", "H", "H", "Cl", "C", "C", "Cl", "H", "H", "H", "H", "Cl", "C", "C", "Cl", "H", "H", "H", "H", "Cl", "C", "C", "Cl", "H", "H", "H", "H", "Cl", "C", "C", "Cl", "H", "H", "H", "H"], "xyz": [[7.5208, 2.7848, -1.9871], [7.2076, 1.7026, -2.8570], [7.2136, 0.3923, -2.2910], [6.3626, -0.5518, -3.1460], [5.0276, -0.1715, -2.9530], [4.1369, -0.8126, -3.8548], [3.6765, -2.1887, -3.3288], [4.6444, -3.1597, -3.4059], [4.3020, -4.2859, -2.6773], [6.9223, 3.6616, -2.3482], [8.6246, 2.9457, -1.9465], [7.1850, 2.5853, -0.9683], [6.9750, 0.3339, -1.2191], [8.2741, 0.0261, -2.3686], [6.6826, -1.5780, -2.9427], [6.5697, -0.4166, -4.2082], [4.5865, -0.8925, -4.8518], [3.2701, -0.1615, -3.8540], [2.7328, -2.4460, -3.8254], [3.3972, -2.0265, -2.2708], [3.4837, -4.8962, -3.0987], [3.9396, -3.9557, -1.7104], [5.1956, -4.8678, -2.6446], [2.9315, -7.8182, 3.3267], [1.4931, -7.7006, 3.1190], [0.6528, -8.6769, 3.7072], [-0.6613, -8.7744, 2.9485], [-1.4413, -7.6161, 3.1958], [-2.7502, -7.5576, 2.5705], [-3.3715, -6.2145, 2.6856], [-2.6120, -5.2158, 1.9391], [-3.2694, -3.9399, 1.8192], [3.2976, -8.7226, 2.8840], [3.1944, -7.7519, 4.4073], [3.4274, -6.9841, 2.8111], [0.5358, -8.4410, 4.7713], [1.0573, -9.6889, 3.6891], [-1.1854, -9.7049, 3.3036], [-0.4574, -8.8158, 1.9036], [-3.2963, -8.3082, 3.0893], [-2.6994, -7.8037, 1.4873], [-3.3578, -5.8297, 3.7268], [-4.4335, -6.1991, 2.3613], [-3.6328, -3.6620, 2.7669], [-4.0643, -3.9426, 1.0538], [-2.5109, -3.1740, 1.5066], [-3.7662, 2.8047, -0.6676], [-3.8204, 3.4389, 0.5959], [-2.6170, 3.5262, 1.3260], [-2.9243, 3.4957, 2.8058], [-3.1537, 2.1811, 3.3414], [-1.9915, 1.4187, 3.3855], [-2.1481, 0.2940, 4.4263], [-3.2814, -0.5758, 4.0241], [-3.3929, -1.7213, 4.7683], [-2.9360, 3.2399, -1.2305], [-4.7522, 2.9633, -1.1071], [-3.5269, 1.7626, -0.5990], [-2.2276, 4.5228, 1.1182], [-1.7981, 2.8364, 1.0577], [-3.8588, 3.9934, 3.0349], [-2.0810, 3.9322, 3.3745], [-1.1228, 1.9968, 3.7322], [-1.7122, 0.9998, 2.4218], [-2.3946, 0.7978, 5.3763], [-1.2230, -0.2792, 4.5200], [-3.9542, -2.4942, 4.2303], [-3.8378, -1.5207, 5.7725], [-2.4332, -2.1784, 5.0403], [-3.1639, 7.6431, 3.9160], [-2.3223, 7.7901, 2.7870], [-1.0069, 7.3250, 2.9710], [-0.2945, 7.4899, 1.6868], [-0.7276, 6.4910, 0.8067], [-0.6426, 6.8035, -0.5313], [-1.2524, 5.7011, -1.3606], [-0.6069, 4.4341, -1.1548], [0.6880, 4.3217, -1.6181], [-2.7350, 8.2325, 4.7341], [-3.2411, 6.5642, 4.2401], [-4.1466, 7.9795, 3.5101], [-1.0315, 6.2533, 3.1804], [-0.5219, 7.7262, 3.8321], [0.7768, 7.4063, 1.8630], [-0.4648, 8.4875, 1.2383], [0.4102, 6.9645, -0.8744], [-1.2034, 7.7184, -0.7203], [-1.2326, 5.9909, -2.4363], [-2.2431, 5.5491, -1.0052], [1.4031, 4.9828, -1.1345], [0.6953, 4.5309, -2.6903], [1.0592, 3.3499, -1.4695], [3.2528, 0.6286, -7.3290], [2.2234, 0.9911, -6.4209], [1.1701, 0.0143, -6.3601], [0.1166, 0.4708, -5.3999], [-0.5530, 1.6340, -5.7642], [0.1406, 2.8550, -5.6405], [-0.8514, 4.0105, -5.7682], [-1.4473, 4.4314, -4.5799], [-2.2072, 3.4240, -3.9197], [3.9403, 1.4764, -7.5174], [2.7841, 0.3376, -8.2954], [3.7994, -0.2078, -6.9071], [1.5539, -0.9513, -5.9476], [0.7882, -0.0911, -7.3578], [0.5630, 0.6096, -4.3913], [-0.6202, -0.3318, -5.2574], [0.7698, 3.0334, -6.5339], [0.8811, 2.8646, -4.7968], [-1.5661, 3.7525, -6.5328], [-0.2141, 4.8584, -6.0595], [-1.5470, 2.8789, -3.2374], [-2.6267, 2.7757, -4.7127], [-2.9947, 3.9706, -3.4151], [2.5412, -3.8890, 4.8463], [1.4382, -4.5908, 3.5884], [0.0945, -3.9449, 3.6468], [0.1601, -2.2726, 3.0699], [1.4784, -5.6818, 3.6491], [1.9110, -4.3572, 2.6617], [-0.2785, -3.9573, 4.6563], [-0.5266, -4.4780, 2.9020], [1.5982, 0.7187, -1.9306], [-0.0177, 0.4828, -1.2884], [-0.2907, -0.9171, -0.6621], [-2.0315, -1.1152, -0.3305], [-0.6448, 0.5412, -2.1869], [-0.2714, 1.2462, -0.5316], [0.2851, -1.1132, 0.2492], [-0.0247, -1.6850, -1.3806], [-7.7039, 0.7102, 3.0743], [-5.8850, 0.8157, 3.0254], [-5.2786, 0.4018, 1.7033], [-5.4923, -1.4089, 1.5763], [-5.4397, 0.2182, 3.8284], [-5.7532, 1.8954, 3.1776], [-4.2369, 0.6848, 1.6530], [-5.8467, 0.7809, 0.8693], [0.3605, -4.0942, -1.9539], [-0.0570, -4.5702, -0.2338], [0.4890, -5.9194, 0.2174], [2.3415, -5.8530, 0.0756], [-1.1309, -4.5651, -0.1707], [0.2932, -3.7619, 0.3960], [0.1632, -6.6121, -0.5347], [0.1788, -6.1686, 1.2226], [0.6477, 4.2913, 3.0191], [1.1248, 3.6305, 1.4181], [2.0461, 2.4271, 1.4468], [1.3533, 1.0536, 2.3028], [1.6199, 4.4673, 0.8933], [0.1663, 3.4854, 0.9437], [2.9515, 2.7845, 1.9783], [2.2934, 2.2349, 0.4244]], "atomic_forces_ev_per_a": [[-0.2, -0.1, -0.3], [-0.6, -0.1, 0.6], [1.8, -0.4, -1.0], [0.9, 1.3, 0.2], [-0.3, -0.9, 0.0], [0.0, -0.6, 0.9], [-0.8, 1.9, 0.4], [0.6, 0.2, -1.1], [-0.7, -0.4, 0.1], [1.0, -0.6, 0.2], [-0.7, 0.2, -0.2], [-0.1, -0.1, 0.1], [-0.4, 0.3, -0.3], [-0.6, 0.0, 0.2], [-0.7, -0.2, 0.5], [0.5, 0.3, -0.2], [-0.1, 0.0, 0.0], [-0.2, 0.0, -0.4], [0.0, -0.3, -0.3], [0.0, 0.0, -0.1], [0.2, 0.3, -0.3], [0.2, -0.3, 0.6], [0.5, -0.6, 0.4], [-1.0, 0.7, 0.7], [0.9, 0.0, -0.4], [0.2, 0.0, 0.2], [-0.7, 0.2, 1.4], [-0.4, 0.9, -0.2], [1.8, -0.5, -0.7], [0.1, 2.5, 0.6], [-0.3, -0.7, -0.3], [1.2, -0.4, -1.3], [0.2, -0.7, -0.1], [-0.2, -0.2, -0.6], [-0.5, -0.1, 0.1], [-0.4, 0.1, 0.0], [0.5, -0.1, -0.3], [0.3, 0.7, -0.4], [0.2, -0.4, -1.0], [-1.2, -0.6, 0.2], [0.2, -0.1, 0.5], [-0.1, -0.5, -0.2], [0.5, -0.3, 0.0], [-0.7, 0.5, 1.0], [0.1, -0.2, 0.4], [-0.6, -0.8, 0.3], [0.5, 1.0, 0.3], [-0.5, -0.9, 0.3], [0.1, 1.1, 0.2], [0.3, -0.9, 0.6], [-0.1, 0.4, -0.3], [0.6, -1.2, 1.0], [-1.7, 0.2, -0.7], [1.8, 1.7, -0.6], [0.1, -1.0, 1.8], [-0.3, 0.2, -0.4], [0.3, -0.1, -0.3], [-0.1, -1.0, 0.2], [0.4, 0.2, 0.1], [-0.7, -0.3, -0.1], [0.0, 0.5, -0.2], [-0.4, 0.1, -0.3], [-0.1, 0.2, -0.1], [-0.1, -0.2, -0.4], [0.0, -0.4, -0.1], [-0.1, -0.1, -0.1], [-0.2, 0.5, 0.2], [-0.2, -0.1, -0.6], [0.3, 0.1, -0.4], [-0.1, -0.7, -0.8], [0.0, 0.1, 0.1], [-1.3, -1.1, -0.1], [0.8, 0.8, -0.5], [-0.2, -0.8, 0.6], [0.8, 0.3, -1.1], [1.2, -0.2, -0.3], [-1.1, 0.1, 0.6], [0.2, 1.4, -1.2], [-0.6, 0.1, 0.1], [0.1, 0.9, -0.3], [0.6, -0.1, 1.0], [-0.1, -0.2, 0.0], [0.5, 1.0, 0.6], [0.4, -0.1, 0.0], [-0.1, -0.2, 0.3], [-0.4, 0.1, 0.3], [0.0, 0.3, -0.3], [-0.1, -0.3, 0.5], [-1.0, -0.2, 0.0], [0.0, 0.4, 0.1], [0.3, 0.0, -0.2], [0.2, -1.5, 0.2], [-0.7, 0.2, -0.4], [-0.1, -0.1, 0.2], [1.3, 0.2, 0.7], [0.2, 0.0, 1.2], [-0.7, 0.1, -0.1], [0.8, 0.4, -1.1], [1.8, 0.2, 1.1], [-0.4, 0.3, 0.4], [0.2, 0.3, -1.2], [-0.5, -0.4, 0.4], [0.4, 0.0, 0.4], [0.3, -0.3, -0.2], [-0.1, 0.4, -0.6], [-0.4, -0.4, -0.6], [0.1, 0.0, -0.5], [0.0, 0.2, -0.3], [0.0, -0.5, 0.2], [-1.0, 0.1, -0.2], [-0.4, 0.0, -0.4], [-0.5, 0.0, -0.3], [-0.4, -0.2, 0.0], [0.0, -0.1, 0.7], [-0.1, -0.3, 0.4], [-0.2, -0.3, -0.1], [1.0, 0.2, 0.4], [-0.1, -1.0, -0.9], [0.0, 0.5, -0.1], [-0.6, 0.3, 0.4], [0.4, 0.3, -0.8], [-0.5, 0.0, 0.2], [-0.2, 0.2, 0.8], [0.8, -0.2, 0.4], [-1.6, -0.8, 0.5], [1.0, 0.4, -0.5], [0.1, 0.2, 0.1], [-0.2, 0.3, 0.5], [0.2, -0.1, -0.6], [-0.3, 0.3, -0.1], [0.0, 0.0, 0.0], [0.5, -0.4, -0.1], [-0.2, 0.9, 0.0], [-1.1, -0.8, 0.5], [0.4, 0.4, -0.2], [-0.4, 0.4, -0.1], [0.5, -0.5, 0.1], [0.2, -0.2, 0.1], [0.0, 0.3, -0.2], [-0.1, -0.6, 0.8], [0.3, 0.3, 0.1], [1.0, 1.4, -1.5], [-1.1, -0.3, 0.4], [-0.5, -0.2, -0.1], [0.2, 0.2, 0.0], [0.0, -0.8, 0.0], [0.1, -0.1, 0.2], [0.6, -0.3, 0.2], [-0.2, 0.8, -0.1], [0.3, 2.0, 1.2], [0.0, -0.3, -0.2], [-0.1, -0.5, 0.3], [0.0, -0.3, -0.4], [-0.3, -0.7, -0.2], [0.2, -0.7, -0.6]], "smiles": "COCCOCCOC.COCCOCCOC.COCCOCCOC.COCCOCCOC.COCCOCCOC.ClCCCl.ClCCCl.ClCCCl.ClCCCl.ClCCCl", "gap_ev": 9.777, "e_tot_ev": -198868.53093}